Arrangement 1

Computed, not measured: 2 unconnected molecules or ions with the total composition C4H9NO, with the ωB97M-V functional and the def2-TZVPD basis.

Values from the calculation:
Lowest unoccupied orbital energy (spin up / spin down), hartree: -0.2232 / -0.2975
Total charge: +1
2S+1: 2
HOMO (spin up / spin down), eV: -14.78 / -14.79

The geometry in XYZ format:
```
15
C4H9NO (the ωB97M-V functional and the def2-TZVPD basis)
C 0.7538 -0.2077 -1.7470
C 0.5323 0.4000 -0.4055
C 1.0890 -0.1664 0.7400
N 1.0624 0.2249 2.0376
C 0.4811 1.3149 2.3918
H 1.2970 0.3856 -2.4899
H 1.2192 -1.1944 -1.6968
H -0.2721 -0.2998 -2.1348
H -0.3168 1.0669 -0.2468
H 1.6814 -1.0662 0.5679
H 0.1522 1.6579 3.3712
H 0.6042 2.2035 1.7613
H -3.0000 -2.1456 -1.8880
H -3.0320 -0.7451 -1.2803
O -2.8379 -1.2258 -2.0834
```

Arrangement 2

Computed, not measured: 2 unconnected molecules or ions with the total composition C4H9NO, with the ωB97M-V functional and the def2-TZVPD basis.

Values from the calculation:
Lowest unoccupied orbital energy (spin up / spin down), hartree: -0.2410 / -0.2804
Total charge: +1
2S+1: 2
HOMO (spin up / spin down), eV: -13.35 / -13.35

The geometry in XYZ format:
```
15
C4H9NO (the ωB97M-V functional and the def2-TZVPD basis)
C -0.6500 1.3579 -1.7421
C 0.3343 0.2678 -1.5477
C 0.1512 -0.9368 -2.2741
C 2.2433 -0.3057 -0.4854
N 1.4348 0.6335 -0.8336
H -0.0994 2.0490 -2.4076
H -0.8480 1.9342 -0.8447
H -1.5189 1.0284 -2.3121
H 0.1973 -1.9513 -1.9202
H -0.1533 -0.7622 -3.2965
H 2.9326 -0.1021 0.3295
H 2.2186 -1.2342 -1.0551
H -2.7952 -0.3525 6.2471
H -1.2995 -0.5866 6.1073
O -2.1477 -1.0392 6.0352
```

Name the most stable of them. arrangement 1.

Arrangement 1

Computed, not measured: 2 unconnected molecules or ions with the total composition C5H14O, with the ωB97M-V functional and the def2-TZVPD basis.

Values from the calculation:
Lowest unoccupied orbital energy, hartree: 0.0371
SMILES: CC(C)O.CC
Total charge: 0
HOMO, eV: -10.00

The geometry in XYZ format:
```
20
C5H14O (the ωB97M-V functional and the def2-TZVPD basis)
C 1.3563 -0.2386 0.8471
C 0.8339 1.1938 0.9510
C 2.4404 -0.6175 1.8728
O 0.2910 -1.2105 0.9723
H 1.7438 -0.4133 -0.1559
H 1.3906 1.7286 1.7321
H 3.2817 -1.0028 1.3090
H 2.6917 0.2189 2.5078
H 2.0590 -1.4223 2.5028
H -0.5470 -0.8029 0.7277
H -0.1757 1.1413 1.3784
H 0.8818 1.7862 0.0455
C -1.2628 0.0781 -1.6005
C -2.7695 -0.2042 -1.9528
H -0.7997 -0.9030 -1.5574
H -0.8610 0.4687 -2.5267
H -1.1607 0.7974 -0.8080
H -3.3614 0.6387 -1.5800
H -3.1393 -1.1707 -1.6413
H -2.8930 -0.0658 -3.0238
```

Arrangement 2

Computed, not measured: 2 unconnected molecules or ions with the total composition C5H14O, with the ωB97M-V functional and the def2-TZVPD basis.

Values from the calculation:
Lowest unoccupied orbital energy, hartree: 0.0328
SMILES: CC(C)O.CC
Total charge: 0
HOMO, eV: -10.04

The geometry in XYZ format:
```
20
C5H14O (the ωB97M-V functional and the def2-TZVPD basis)
C 1.1751 -0.4229 -0.1877
C 2.3863 -0.3715 -1.0957
C 0.9747 -1.8837 0.2518
O 1.5168 0.3091 1.0207
H 0.2224 -0.0158 -0.4951
H 2.4456 -1.2833 -1.6940
H 1.8564 -2.1534 0.8298
H -0.0382 -2.1163 0.5858
H 0.9877 -2.5427 -0.6329
H 0.7692 0.8543 1.2715
H 3.3380 -0.4667 -0.5728
H 2.4470 0.5436 -1.6829
C -2.3364 0.5556 0.2418
C -3.3436 1.6538 -0.1777
H -1.4926 0.5279 -0.4418
H -2.0072 0.7156 1.2655
H -2.7533 -0.4519 0.1818
H -3.7853 2.0840 0.7058
H -4.0893 1.2639 -0.8453
H -2.7912 2.4113 -0.7358
```

Name the most stable of them. arrangement 2.

Arrangement 1

Computed, not measured: 2 unconnected molecules or ions with the total composition C5H14O, with the ωB97M-V functional and the def2-TZVPD basis.

Values from the calculation:
Lowest unoccupied orbital energy, hartree: 0.0328
SMILES: CCCCC.O
Total charge: 0
HOMO, eV: -10.82

The geometry in XYZ format:
```
20
C5H14O (the ωB97M-V functional and the def2-TZVPD basis)
C 1.1072 -0.3761 -0.4703
C 0.3147 -0.7383 0.8038
C -0.8699 0.1735 1.1536
C -0.4825 1.6397 1.3517
C 1.5597 -1.6148 -1.2170
H 0.4792 0.2566 -1.1011
H 1.9789 0.2239 -0.2083
H 1.0172 -0.7440 1.6372
H -0.0855 -1.7510 0.7104
H -1.2931 -0.2820 2.0557
H -1.6934 0.1237 0.4385
H -1.3533 2.1800 1.7168
H 0.3041 1.7382 2.0980
H -0.2164 2.0756 0.3898
H 2.0845 -1.4797 -2.1599
H 2.2524 -2.1480 -0.5613
H 0.7657 -2.3364 -1.4232
H -2.5921 1.3290 -2.1936
H -1.1636 0.9076 -1.4871
O -2.1139 0.8224 -1.5337
```

Arrangement 2

Computed, not measured: 2 unconnected molecules or ions with the total composition C5H14O, with the ωB97M-V functional and the def2-TZVPD basis.

Values from the calculation:
Lowest unoccupied orbital energy, hartree: 0.0357
SMILES: CC(C)O.CC
Total charge: 0
HOMO, eV: -10.47

The geometry in XYZ format:
```
20
C5H14O (the ωB97M-V functional and the def2-TZVPD basis)
C -1.1869 1.5018 0.9197
C -1.5456 2.9871 0.6262
H -0.5518 1.1328 0.1232
H -0.6520 1.3896 1.8658
H -2.1274 0.9667 1.0902
H -1.6833 3.5300 1.5558
H -2.3744 3.0380 -0.0708
H -0.6447 3.3638 0.1327
C 0.6261 -1.0599 -0.5690
C 0.8407 -1.8951 -1.8188
C 0.8331 -1.8500 0.7297
O 1.3870 0.1499 -0.5191
H -0.4100 -0.7211 -0.5745
H 1.7367 -2.5154 -1.8233
H -0.1141 -2.0626 1.2360
H 1.3620 -2.8019 0.7185
H 1.3441 -1.1723 1.4207
H 2.2579 -0.1462 -0.2972
H 0.8911 -1.2599 -2.7089
H 0.0117 -2.5755 -2.0368
```

Arrangement 3

Computed, not measured: 2 unconnected molecules or ions with the total composition C5H14O, with the ωB97M-V functional and the def2-TZVPD basis.

Values from the calculation:
Lowest unoccupied orbital energy, hartree: 0.0327
SMILES: CC(C)O.CC
Total charge: 0
HOMO, eV: -10.34

The geometry in XYZ format:
```
20
C5H14O (the ωB97M-V functional and the def2-TZVPD basis)
C -0.0202 -2.5227 2.5844
C -0.4019 -1.1227 3.0484
H -0.8222 -3.2266 2.3930
H 0.5100 -2.4925 1.6173
H 0.7697 -2.8402 3.2613
H -0.4687 -0.4173 2.2124
H 0.1231 -0.6237 3.8599
H -1.4316 -1.1479 3.4487
C 0.4732 0.8367 -1.9662
C 0.6514 2.2788 -1.5385
C -0.9635 0.4128 -1.6733
O 0.6803 0.6526 -3.3383
H 1.1327 0.2122 -1.3578
H -0.0327 2.6144 -0.7424
H -1.6031 1.2263 -1.9767
H -1.1400 -0.5449 -2.1615
H -1.1216 0.2526 -0.5932
H 1.5485 0.9295 -3.6133
H 0.5219 2.9659 -2.3853
H 1.5948 2.5566 -1.0787
```

Name the most stable of them. arrangement 1.

Arrangement 1

Computed, not measured: 2 unconnected molecules or ions with the total composition C3H5FOS, with the ωB97M-V functional and the def2-TZVPD basis.

Values from the calculation:
Lowest unoccupied orbital energy (spin up / spin down), hartree: -0.0259 / -0.0258
Total charge: 0
HOMO (spin up / spin down), eV: -9.03 / -9.03

The geometry in XYZ format:
```
11
C3H5FOS (the ωB97M-V functional and the def2-TZVPD basis)
C -1.4956 -0.8990 -1.1546
C -0.9635 -0.5089 0.0279
C 1.7751 0.5824 0.6926
O -0.9277 1.9676 -0.4512
F -0.7473 -1.4898 0.9997
S -0.6251 1.1161 0.6744
H -1.6621 -0.3675 -2.0672
H -1.7173 -1.9484 -1.1867
H 1.8555 0.0842 1.6260
H 2.2218 1.5683 0.8542
H 2.2861 -0.1049 -0.0151
```

Arrangement 2

Computed, not measured: C3H5FOS in the gas phase, with the ωB97M-V functional and the def2-TZVPD basis.

Values from the calculation:
Lowest unoccupied orbital energy, hartree: 0.0084
Total charge: 0
HOMO, eV: -8.94

The geometry in XYZ format:
```
11
C3H5FOS (the ωB97M-V functional and the def2-TZVPD basis)
C -1.5837 1.1478 -0.0332
C -0.1987 0.9337 0.6237
C 1.1183 -1.4264 0.0157
O 0.8381 0.4023 -1.8245
F -0.0119 1.3696 1.7984
S 1.2003 0.3664 -0.4041
H -2.0135 0.6326 -0.8948
H -2.3601 1.5230 0.6160
H 0.1318 -1.5818 -0.2996
H 1.1252 -1.4148 1.0161
H 1.7541 -1.9523 -0.6137
```

Name the most stable of them. arrangement 2.